Record 1
A molecular structure, C37H33Br42F17N3O4 at a distorted geometry. Source: OMol25; level of theory: wB97M-V/def2-TZVPD.

electronic energy: -111700.676881 Eh
total charge: +1

Geometry as XYZ:
```
136
Properties=species:S:1:pos:R:3:forces:R:3:mulliken_charge:R:1
C -5.218 -3.447 -1.048 0.2 -0.3 0.1 -0.95
C -3.848 -3.824 -0.408 -0.4 0.7 0.2 -0.50
C -2.646 -3.350 -1.252 -1.3 -0.6 -0.4 -0.30
O -2.069 -2.164 -0.620 0.5 0.2 -0.3 0.03
N -0.884 -2.408 -0.033 -1.4 -1.1 -0.2 0.91
N -0.740 -3.496 0.781 -0.2 0.8 -0.5 -0.87
C 0.475 -3.410 1.182 0.8 -0.9 1.5 0.71
C 1.009 -4.457 2.151 0.2 -0.2 0.5 -1.22
O 1.580 -5.553 1.499 -0.4 0.1 0.5 -0.44
C 0.612 -6.510 1.039 -0.2 0.0 -1.4 -0.34
C 0.526 -6.408 -0.519 0.4 -0.1 0.8 -0.30
N 1.114 -2.297 0.660 -0.5 0.2 -0.2 0.77
C 2.483 -1.871 0.900 0.5 -1.8 -0.3 -0.08
F 3.218 -2.985 0.718 -0.1 0.0 0.3 -0.32
F 2.890 -1.023 -0.035 -0.4 0.6 0.4 -0.15
C 2.740 -1.366 2.366 1.2 0.0 0.3 0.82
F 1.748 -1.661 3.213 -0.6 0.4 -0.5 -0.28
F 3.793 -2.064 2.831 0.2 0.2 -0.2 -0.33
C 3.179 0.141 2.477 0.4 -0.5 1.5 0.44
F 3.274 0.339 3.812 -0.4 0.1 -0.2 -0.28
F 4.434 0.247 2.031 -0.5 0.3 -0.8 -0.27
C 2.123 1.161 1.937 -0.6 0.1 0.4 0.42
F 0.959 0.461 1.780 0.4 -0.4 -0.3 -0.20
F 1.841 2.030 2.924 0.4 0.2 -0.2 -0.19
C 2.372 1.965 0.625 -0.6 0.8 -1.2 0.95
F 3.479 1.658 -0.051 0.5 -0.4 0.8 -0.26
F 1.357 1.689 -0.240 0.0 0.2 0.4 -0.29
C 2.349 3.531 0.778 0.7 -0.1 -1.1 0.28
F 3.235 3.954 1.677 -0.4 -0.3 0.6 -0.24
F 2.840 3.985 -0.408 -0.3 -0.1 -0.1 -0.33
C 0.940 4.184 0.926 -0.1 1.2 0.7 0.93
F 1.078 5.190 1.823 0.1 -0.1 -0.1 -0.33
F -0.019 3.379 1.409 0.4 -0.5 -0.2 -0.27
C 0.376 4.872 -0.367 -1.5 0.2 0.6 0.43
F 0.296 4.064 -1.411 0.6 0.0 -0.1 -0.15
F 0.997 6.008 -0.640 0.6 -0.4 -0.3 -0.29
F -0.892 5.219 -0.054 0.2 -0.1 0.0 -0.25
C 0.198 -1.699 -0.147 1.2 0.9 -0.2 -0.44
O 0.453 -0.619 -0.835 -0.1 -0.9 -0.4 0.30
C -0.200 -0.549 -2.141 -2.5 1.3 -1.5 -0.18
O -1.243 0.024 -2.187 1.1 -0.3 0.6 -0.46
C 0.393 -1.118 -3.392 1.4 0.1 0.8 1.12
C -0.045 -2.327 -3.899 -1.7 -0.6 1.9 -0.07
C 0.428 -2.846 -5.041 0.3 -1.4 -2.1 -1.09
C 1.379 -2.176 -5.784 0.2 0.1 0.2 -0.67
C 1.847 -0.985 -5.291 0.7 0.1 -1.0 -0.17
C 1.358 -0.438 -4.104 1.2 0.0 0.3 -1.36
H -5.108 -3.098 -2.084 -0.1 -0.3 0.1 0.35
H -5.692 -2.618 -0.506 0.1 -0.4 -0.2 0.10
H -5.884 -4.315 -1.023 0.0 0.3 -0.1 0.29
H -3.805 -4.879 -0.116 0.2 0.1 -0.4 0.48
H -3.810 -3.256 0.532 0.3 -0.4 -0.1 0.15
H -1.914 -4.129 -1.491 0.2 0.3 0.5 0.19
H -3.049 -2.999 -2.211 0.4 0.2 0.2 0.44
H 1.741 -4.061 2.865 0.0 0.2 -0.4 0.38
H 0.153 -4.778 2.765 0.1 0.2 -0.3 0.48
H 0.921 -7.508 1.364 0.2 0.3 -0.1 0.51
H -0.399 -6.350 1.434 0.4 0.2 0.4 0.24
H 1.290 -5.688 -0.846 -0.2 -0.2 0.0 0.30
H 0.791 -7.383 -0.939 -0.4 0.3 -0.3 0.10
H -0.453 -6.040 -0.846 0.1 -0.3 -0.1 -0.18
H -0.816 -2.888 -3.370 0.1 0.2 0.0 0.38
H 0.068 -3.786 -5.456 -0.2 0.1 0.4 0.59
H 1.754 -2.561 -6.728 -0.1 0.0 0.2 0.57
H 2.605 -0.506 -5.958 -1.7 0.2 1.3 0.65
H 1.773 0.518 -3.794 -0.2 -0.2 0.2 0.74
C -6.438 -0.145 2.144 -0.2 0.1 0.1 -0.45
Br -7.754 -1.532 2.382 0.1 0.1 -0.1 -0.02
Br -4.865 -0.798 1.232 0.1 0.2 0.2 0.08
Br -7.165 1.395 1.250 0.0 -0.1 0.1 0.02
H -6.128 0.171 3.130 0.0 0.0 -0.1 0.37
C 2.665 4.408 5.268 0.0 0.1 -0.1 0.47
Br 2.104 6.199 5.698 0.0 -0.1 0.0 -0.02
Br 4.510 4.351 4.711 -0.1 0.0 0.1 -0.05
Br 2.316 3.175 6.711 0.0 0.1 -0.1 -0.03
H 2.070 4.085 4.425 0.0 0.0 0.1 -0.42
C 2.985 -8.561 -3.428 0.0 -0.1 0.0 -0.41
Br 1.782 -10.061 -3.295 0.1 0.2 0.0 0.03
Br 2.166 -7.068 -4.337 0.0 -0.1 0.1 0.01
Br 3.689 -8.051 -1.705 0.0 0.0 -0.1 -0.01
H 3.824 -8.879 -4.030 0.0 0.0 0.0 0.36
C -2.455 -10.670 -2.227 -0.1 -0.1 0.0 -0.34
Br -4.257 -11.067 -1.675 0.1 0.1 0.0 -0.02
Br -2.220 -10.890 -4.127 0.0 0.1 0.2 -0.03
Br -1.898 -8.917 -1.637 0.0 0.0 -0.1 0.04
H -1.808 -11.388 -1.741 0.0 0.1 0.0 0.34
C 6.133 0.292 -6.637 0.3 -0.1 -0.2 0.52
Br 4.646 -0.850 -6.137 1.5 0.2 -0.4 0.05
Br 7.497 -0.686 -7.585 -0.1 0.1 0.1 -0.01
Br 5.544 1.834 -7.623 0.0 -0.1 0.1 -0.01
H 6.578 0.650 -5.717 -0.1 -0.1 0.0 -0.57
C 7.590 1.192 -2.429 0.1 0.0 0.0 -0.38
Br 5.932 0.463 -3.114 0.1 0.1 0.3 0.07
Br 8.801 1.616 -3.867 -0.1 0.0 0.0 -0.04
Br 7.317 2.704 -1.269 -0.1 -0.1 -0.1 -0.02
H 8.057 0.416 -1.838 0.0 0.0 0.0 0.40
C 1.193 5.149 10.339 0.0 0.0 0.0 -0.19
Br 2.272 6.745 10.256 -0.1 -0.1 0.0 -0.04
Br 0.878 4.588 12.155 0.0 0.1 -0.1 -0.01
Br -0.452 5.359 9.359 0.1 0.0 0.0 0.00
H 1.753 4.360 9.855 0.0 0.1 0.0 0.21
C 0.731 2.927 -6.750 -0.3 0.2 -0.1 -0.33
Br 0.197 1.250 -5.943 -0.5 1.2 -0.8 0.12
Br 2.381 3.579 -5.999 -0.1 -0.1 0.0 -0.06
Br 0.801 2.785 -8.666 0.2 0.1 0.2 -0.02
H -0.033 3.655 -6.512 0.1 0.0 0.0 0.38
C -0.802 9.465 9.533 0.1 0.0 0.1 -0.17
Br -2.612 8.990 10.000 0.1 0.1 -0.1 -0.01
Br -0.432 9.098 7.676 -0.1 0.0 0.0 0.07
Br -0.396 11.290 9.992 -0.1 -0.1 -0.1 0.00
H -0.144 8.834 10.117 0.0 0.0 0.0 0.14
C -3.919 10.962 6.712 0.1 0.0 0.0 0.18
Br -5.167 9.906 5.688 0.1 0.1 0.1 -0.02
Br -2.678 11.901 5.575 -0.1 0.0 0.1 0.00
Br -4.819 12.155 7.927 0.1 -0.1 -0.1 0.00
H -3.339 10.273 7.314 0.0 0.0 0.0 -0.17
C -0.982 8.737 -0.404 0.0 0.1 0.0 0.79
Br -0.545 9.583 -2.081 0.0 0.0 0.1 -0.02
Br -0.308 9.738 1.100 -0.1 -0.1 -0.1 0.00
Br -2.871 8.396 -0.245 0.1 0.0 0.0 -0.02
H -0.486 7.780 -0.394 0.0 0.0 0.0 -0.75
C -1.592 -8.982 3.788 0.0 0.0 0.1 -0.35
Br -1.960 -10.714 4.541 0.1 0.1 -0.1 -0.02
Br 0.034 -8.219 4.496 -0.1 0.0 -0.1 -0.05
Br -1.568 -9.032 1.858 -0.2 -0.2 0.1 0.04
H -2.403 -8.329 4.079 0.0 0.0 0.0 0.40
C -3.152 0.914 -7.576 0.0 0.1 -0.1 -0.10
Br -2.285 0.975 -9.296 -0.3 -0.1 0.1 -0.01
Br -4.915 1.691 -7.631 0.1 -0.1 0.0 -0.01
Br -3.180 -0.876 -6.854 0.0 0.1 0.0 0.00
H -2.559 1.516 -6.900 0.0 -0.1 0.0 0.07
C -6.677 2.758 -2.664 0.0 0.0 0.0 -0.39
Br -7.833 1.439 -3.463 0.1 0.1 0.1 -0.01
Br -7.642 3.920 -1.461 0.1 -0.1 -0.1 -0.04
Br -5.147 1.945 -1.813 0.0 0.1 -0.1 0.13
H -6.299 3.378 -3.466 0.0 0.0 0.0 0.33
```
Forces are in eV/Å.

---

Record 2
A molecular structure, C37H33Br9N6O8 at a distorted geometry. Source: OMol25; level of theory: wB97M-V/def2-TZVPD.

electronic energy: -25525.896646 Eh
energy relative to the best compared isomer or geometry (same formula, charge and spin): 0.00 kJ/mol

Geometry as XYZ:
```
93
Properties=species:S:1:pos:R:3:forces:R:3:mulliken_charge:R:1
C -16.977 17.006 -28.444 -0.1 0.2 -0.1 0.92
Br -15.180 17.697 -28.324 -0.2 0.0 -0.2 -0.06
Br -17.277 15.737 -27.045 -0.1 -0.5 0.0 -0.08
Br -17.418 16.355 -30.231 0.2 0.1 0.6 -0.09
H -17.696 17.785 -28.217 0.1 0.1 -0.3 -0.67
C -15.170 22.458 -31.345 -0.4 0.3 -0.3 -0.42
Br -15.352 21.156 -32.784 0.0 0.3 0.6 -0.06
Br -16.189 21.989 -29.751 0.4 0.1 -0.6 0.14
Br -15.646 24.250 -32.002 0.1 -0.6 0.3 -0.08
H -14.128 22.503 -31.059 0.0 0.0 0.0 0.48
C -13.526 16.653 -23.237 0.0 0.7 0.1 -0.41
Br -13.428 16.063 -21.412 0.0 0.0 -0.1 -0.01
Br -12.593 18.376 -23.461 -0.3 -0.8 0.0 0.01
Br -15.360 16.785 -23.856 0.4 -0.1 0.1 0.05
H -13.015 15.912 -23.834 0.0 0.1 -0.1 0.38
C -21.582 20.287 -32.626 -0.2 0.4 0.8 -0.40
C -22.572 20.230 -31.643 0.3 -0.6 -0.5 -0.57
C -22.263 20.546 -30.335 0.1 0.6 0.2 -0.50
C -21.010 21.079 -30.064 0.1 -0.3 -0.8 0.28
C -20.039 21.269 -31.045 -0.1 -0.7 -0.1 0.09
C -20.311 20.782 -32.316 -1.0 0.7 -0.7 -1.00
N -20.698 21.436 -28.696 0.5 0.4 0.2 0.99
O -21.423 21.071 -27.806 -0.7 -0.4 0.4 -0.62
O -19.692 22.092 -28.509 0.5 0.3 0.0 -0.51
H -21.872 20.019 -33.633 0.3 0.0 -0.1 0.43
H -23.545 19.873 -31.949 -0.1 0.0 0.3 0.42
H -22.963 20.475 -29.515 -0.1 -0.1 -0.1 0.52
H -19.081 21.715 -30.831 -0.1 0.1 0.2 0.47
H -19.692 21.005 -33.175 0.6 -0.3 0.3 0.39
C -17.660 20.683 -26.347 -0.7 -0.1 -0.8 -0.01
C -17.299 19.851 -25.315 0.4 0.2 0.8 -0.38
C -16.338 20.287 -24.415 0.4 0.1 0.1 -0.63
C -15.725 21.517 -24.621 -0.2 -0.9 -0.7 -0.62
C -16.054 22.327 -25.707 0.0 0.5 0.4 -0.19
C -17.069 21.930 -26.552 -0.2 -0.7 0.4 -0.11
N -14.576 21.844 -23.780 -0.2 0.7 -0.2 0.95
O -14.243 21.085 -22.905 0.0 -0.3 0.3 -0.60
O -14.008 22.893 -24.029 0.3 0.2 0.0 -0.56
H -18.443 20.332 -27.012 0.0 0.2 -0.1 0.19
H -17.761 18.887 -25.149 0.0 0.0 -0.2 0.17
H -16.018 19.681 -23.579 0.0 0.0 0.0 0.60
H -15.573 23.287 -25.839 0.2 -0.1 0.0 0.52
H -17.443 22.556 -27.347 0.1 0.1 0.0 0.52
C -17.750 26.495 -27.111 -0.3 0.1 -0.3 -0.74
C -18.918 27.211 -27.359 -0.3 0.2 0.5 -0.46
C -19.797 26.868 -28.367 0.5 0.0 -0.5 -0.55
C -19.417 25.837 -29.227 0.0 0.3 1.2 -0.29
C -18.258 25.127 -28.998 -0.1 -1.0 -0.2 0.10
C -17.468 25.377 -27.882 0.2 0.8 -0.3 0.19
N -20.352 25.379 -30.240 -0.8 0.1 -0.8 1.06
O -20.140 24.344 -30.845 0.4 0.0 0.2 -0.59
O -21.344 26.062 -30.426 0.1 0.1 0.1 -0.63
H -17.030 26.843 -26.383 -0.2 -0.2 0.3 0.35
H -19.251 28.017 -26.716 0.4 0.1 0.0 0.37
H -20.679 27.472 -28.511 -0.2 -0.3 -0.1 0.46
H -18.049 24.334 -29.705 0.2 -0.1 0.2 0.26
H -16.580 24.812 -27.635 0.0 -0.2 -0.4 0.50
C -10.617 23.554 -24.164 -0.6 -0.8 0.2 -0.45
C -10.794 22.388 -24.919 1.1 0.2 0.1 -0.42
C -9.865 22.100 -25.902 -0.4 -0.2 -0.6 -0.24
C -8.795 22.949 -26.166 -0.8 0.0 0.7 -0.08
C -8.618 24.092 -25.409 0.0 0.3 0.4 -0.33
C -9.536 24.375 -24.399 0.1 0.1 -0.3 -0.45
N -7.839 22.583 -27.189 0.8 0.0 -0.5 1.00
O -7.000 23.402 -27.502 0.0 0.4 0.1 -0.60
O -7.887 21.471 -27.668 -0.4 -0.4 0.0 -0.60
H -11.315 23.767 -23.363 0.0 0.1 0.0 0.41
H -11.506 21.600 -24.726 -0.5 0.5 0.2 0.43
H -10.070 21.234 -26.519 0.5 -0.1 0.0 0.44
H -7.792 24.778 -25.523 0.1 -0.3 -0.4 0.46
H -9.384 25.260 -23.797 0.0 0.0 0.0 0.40
N -12.793 24.480 -28.774 -0.4 0.1 -0.7 -0.57
C -13.543 25.525 -29.149 -0.3 0.0 0.9 -0.57
C -14.185 26.355 -28.227 1.0 0.2 -0.3 -0.27
C -13.980 26.113 -26.877 -0.4 0.2 -0.1 -0.57
C -13.227 25.026 -26.488 -0.1 -0.2 0.2 0.13
C -12.666 24.228 -27.477 0.0 0.1 0.0 -0.33
H -13.699 25.711 -30.201 0.3 -0.1 -0.2 0.47
H -14.644 27.272 -28.571 -0.4 -0.2 0.0 0.42
H -14.438 26.749 -26.129 0.1 0.1 0.0 0.43
H -13.110 24.817 -25.433 0.2 -0.2 -0.1 0.35
H -12.080 23.348 -27.240 0.0 0.1 0.2 0.54
N -19.976 17.939 -27.963 0.9 -0.7 -0.4 0.15
C -20.345 17.706 -26.702 -0.7 1.6 -0.8 0.04
C -21.688 17.583 -26.382 -0.4 -0.5 0.5 -0.83
C -22.647 17.519 -27.392 0.6 0.2 -0.1 -0.35
C -22.200 17.586 -28.698 -0.1 0.8 -0.7 -0.72
C -20.857 17.816 -28.951 0.1 -0.3 0.9 -0.23
H -19.568 17.922 -25.981 -0.2 -0.5 0.3 0.25
H -22.005 17.572 -25.346 0.1 -0.1 0.0 0.40
H -23.705 17.488 -27.175 0.0 -0.1 0.1 0.41
H -22.853 17.728 -29.554 -0.3 -0.6 0.2 0.49
H -20.471 17.887 -29.959 0.0 0.2 -0.1 0.39
```
Forces are in eV/Å.

---

Record 3
A molecular structure, C37H33BrN8O6SZr at a distorted geometry. Source: OMol25; level of theory: wB97M-V/def2-TZVPD.

electronic energy: -5338.376568 Eh
total charge: +2
energy relative to the best compared isomer or geometry (same formula, charge and spin): 10.47 kJ/mol

Geometry as XYZ:
```
87
Properties=species:S:1:pos:R:3:forces:R:3:mulliken_charge:R:1
Zr 0.039 -0.753 1.619 1.1 -0.7 0.1 -0.41
O -4.490 0.184 5.774 0.1 0.0 0.0 -0.51
C -3.623 -0.022 4.788 0.1 0.1 0.0 0.73
C -3.566 -1.217 4.055 0.2 0.1 -0.3 -0.81
C -2.622 -1.305 3.054 -0.3 -0.2 0.2 0.21
N -1.790 -0.307 2.777 -0.1 -0.1 0.1 1.00
C -1.802 0.807 3.503 -0.2 0.3 0.5 0.24
C -2.707 1.010 4.520 0.0 -0.2 -0.3 -0.84
C -0.640 1.720 3.168 -0.1 0.0 -0.1 0.22
O -0.616 2.888 3.406 0.1 -0.1 0.1 -0.56
O 0.314 1.022 2.536 -0.3 0.3 0.0 -0.72
C -2.293 -2.569 2.287 -0.1 0.1 0.1 0.23
O -2.927 -3.581 2.370 0.0 0.1 0.0 -0.66
O -1.178 -2.414 1.575 -0.3 -0.1 -0.1 -0.42
H -5.090 -0.563 5.892 -0.1 -0.1 0.0 0.34
H -4.214 -2.056 4.263 0.0 -0.1 0.0 0.54
H -2.704 1.918 5.104 0.0 0.0 0.0 0.62
C 1.670 7.797 -9.319 0.0 0.0 0.0 -0.85
O 0.480 7.449 -8.625 -0.1 -0.1 0.1 -0.45
C 0.565 6.577 -7.606 -0.1 0.1 -0.1 0.92
C 1.747 5.970 -7.184 -0.1 0.0 0.1 -0.58
C 1.707 5.086 -6.118 -0.1 0.0 0.0 -0.83
C 0.515 4.797 -5.464 0.0 0.0 0.0 0.24
C -0.667 5.408 -5.903 0.1 0.1 -0.1 -0.55
C -0.643 6.287 -6.958 0.1 -0.1 0.0 -0.65
C 0.450 3.874 -4.340 -0.1 0.1 -0.1 0.41
N -0.661 3.402 -3.804 0.2 0.0 0.0 -0.82
C -0.248 2.593 -2.791 0.1 0.0 0.0 0.97
C 1.129 2.560 -2.702 -0.1 -0.1 0.1 0.20
N 1.567 3.393 -3.701 -0.2 -0.1 0.1 -0.10
C 1.812 1.822 -1.698 -0.1 0.1 0.1 -0.08
C 3.203 1.853 -1.492 0.0 -0.1 0.1 -0.39
C 3.743 1.182 -0.429 -0.1 -0.1 0.0 -1.33
C 2.894 0.451 0.410 0.0 0.0 0.0 -0.46
N 1.590 0.365 0.212 -0.1 0.2 0.0 0.54
C 1.023 1.066 -0.803 -0.1 -0.1 -0.1 0.63
C -0.425 1.040 -0.925 0.2 0.3 0.0 -0.36
N -1.147 0.271 -0.058 0.2 0.3 -0.1 1.01
C -2.470 0.278 -0.153 -0.2 -0.1 0.0 -0.41
C -3.171 1.043 -1.089 0.1 -0.1 0.1 -1.18
C -2.463 1.833 -1.960 0.0 -0.1 0.1 -0.44
C -1.061 1.836 -1.892 0.1 -0.2 -0.1 0.16
H 1.369 8.514 -10.076 0.0 0.0 0.0 0.24
H 2.110 6.921 -9.799 0.0 0.0 0.0 0.35
H 2.393 8.260 -8.644 0.0 0.0 0.0 0.35
H 2.685 6.171 -7.674 0.0 0.0 0.0 0.43
H 2.636 4.615 -5.824 0.1 0.0 0.0 0.22
H -1.597 5.187 -5.401 0.0 0.0 0.0 0.46
H -1.542 6.772 -7.306 -0.1 0.0 0.0 0.45
H 2.514 3.644 -3.925 0.0 0.0 0.0 0.20
H 3.839 2.424 -2.154 0.0 0.0 0.0 0.50
H 4.801 1.210 -0.219 0.0 0.0 0.0 0.47
H 3.296 -0.071 1.269 0.0 0.0 -0.1 0.60
H -3.007 -0.360 0.540 0.0 0.1 -0.1 0.46
H -4.249 1.002 -1.106 0.0 0.0 0.0 0.51
H -2.950 2.451 -2.702 0.0 0.0 0.0 0.64
C -1.386 -4.710 6.624 -0.2 0.0 0.1 -1.02
C 0.127 -4.646 6.639 0.2 -0.1 0.1 -0.57
N 0.638 -3.478 5.916 0.1 0.2 0.0 -0.17
C 0.425 -3.147 4.644 -0.2 -0.1 -0.1 0.63
S 0.604 -1.471 4.249 0.2 0.2 -0.2 -0.46
N 0.057 -4.035 3.732 0.0 0.1 -0.1 0.56
C 0.091 -5.497 3.813 -0.2 -0.1 0.0 -0.74
C 1.505 -6.034 3.922 0.0 -0.1 -0.1 -1.13
H -1.720 -5.595 7.162 0.0 0.0 0.0 0.37
H -1.778 -4.764 5.606 -0.1 0.1 0.1 0.25
H -1.817 -3.835 7.110 0.0 0.0 0.0 0.34
H 0.577 -5.558 6.243 -0.1 0.1 0.1 0.09
H 0.503 -4.541 7.656 -0.1 0.0 0.0 0.53
H 0.914 -2.693 6.487 0.0 -0.1 0.0 0.33
H -0.112 -3.650 2.812 -0.1 -0.1 0.1 0.00
H -0.393 -5.843 2.899 0.1 0.0 0.0 0.45
H -0.543 -5.839 4.635 0.2 0.0 -0.3 0.34
H 2.080 -5.801 3.026 0.0 0.0 0.0 0.30
H 1.483 -7.116 4.037 0.0 -0.1 0.0 0.42
H 2.032 -5.616 4.778 0.0 0.0 0.0 0.28
Br 2.339 -2.732 1.617 0.1 -0.1 -0.1 -0.02
C 1.663 -3.012 -0.138 0.0 0.0 -0.1 0.49
C 2.159 -3.987 -0.979 -0.1 0.1 0.1 -0.74
C 1.557 -4.086 -2.225 -0.1 0.0 0.0 -0.25
C 0.516 -3.227 -2.551 0.0 0.1 0.1 -0.93
C 0.101 -2.290 -1.622 0.1 -0.1 0.0 -0.42
N 0.677 -2.179 -0.419 -0.2 0.0 0.0 0.54
H 2.969 -4.632 -0.677 0.0 0.0 0.0 0.51
H 1.897 -4.829 -2.932 0.0 0.0 0.0 0.44
H 0.024 -3.282 -3.511 0.0 0.0 0.0 0.47
H -0.714 -1.610 -1.829 0.0 0.0 0.0 0.46
```
Forces are in eV/Å.

---

Look up the electronic energy of the first one. -111700.676881 Eh